# 1
Entry from the Open Molecules 2025 dataset: a molecular structure, C28H32BrFeN10O4P (ωB97M-V/def2-TZVPD).

ORCA input file:
```
! RIJCOSX wB97M-V def2-TZVPD def2/J DEFGRID3
* xyz 2 1
Fe -0.4817 -0.5070 -0.6584
C -2.6680 -5.4887 0.1294
N -1.7151 -4.4905 -0.3480
C -0.5805 -4.7544 -1.0545
C 0.0211 -3.5527 -1.2870
N -0.7374 -2.5594 -0.7325
C -1.7798 -3.1481 -0.1733
P -3.1081 -2.2918 0.7022
C -2.0332 -1.2482 1.7192
N -1.0033 -0.5450 1.2630
C -0.4857 0.1351 2.3293
C -1.2088 -0.1765 3.4444
N -2.1809 -1.0471 3.0504
C -3.2090 -1.6174 3.9164
C -3.3988 -1.0667 -0.6345
N -2.4461 -0.3658 -1.2440
C -3.0470 0.2806 -2.2825
C -4.3792 -0.0207 -2.2963
N -4.5874 -0.8726 -1.2480
C -5.8728 -1.4597 -0.8759
H -2.2929 -6.4729 -0.1340
H -2.7705 -5.4303 1.2104
H -3.6391 -5.3451 -0.3393
H -0.2901 -5.7564 -1.3182
H 0.9580 -3.3478 -1.7704
H 0.3735 0.7717 2.2346
H -1.1086 0.1405 4.4677
H -2.9242 -1.4423 4.9494
H -4.1718 -1.1465 3.7284
H -3.2864 -2.6891 3.7515
H -2.5018 0.9160 -2.9542
H -5.1777 0.2991 -2.9426
H -6.6262 -1.1028 -1.5712
H -5.8256 -2.5449 -0.9329
H -6.1480 -1.1571 0.1317
C 4.2806 -0.0561 -2.9266
O 3.6448 -0.6994 -1.8102
C 2.3311 -0.7464 -1.6887
O 1.8320 -1.2437 -0.6943
N 1.5967 -0.1859 -2.6953
N 0.1948 -0.2686 -2.6089
H 5.3428 -0.0922 -2.7141
H 3.9585 0.9819 -3.0093
H 4.0894 -0.6028 -3.8518
H 1.9964 -0.0228 -3.6054
H -0.1558 -0.9792 -3.2473
H -0.1810 0.6393 -2.8659
C -2.3456 3.5265 -2.1602
O -1.3229 2.6839 -1.6213
C -0.3753 3.3359 -0.8908
C -0.3422 4.7176 -0.7631
C 0.6543 5.3372 -0.0225
Br 0.6563 7.2149 0.1241
C 1.6336 4.5966 0.5931
C 1.6091 3.2071 0.4798
C 0.5948 2.5570 -0.2480
O 0.5817 1.1919 -0.3100
C 2.6475 2.3909 1.1026
N 2.6300 1.0798 0.9925
C 3.7523 0.5951 1.6472
C 4.2148 -0.7068 1.8144
C 5.3843 -0.8671 2.5282
C 6.0778 0.2327 3.0609
C 5.6276 1.5270 2.8958
C 4.4495 1.6834 2.1747
N 3.7204 2.8110 1.8091
H -2.8730 4.0418 -1.3565
H -3.0404 2.8851 -2.6862
H -1.9268 4.2538 -2.8574
H -1.0873 5.3370 -1.2351
H 2.4076 5.0975 1.1574
H 1.4947 0.8599 0.2518
H 3.6767 -1.5432 1.3901
H 5.7834 -1.8603 2.6824
H 6.9911 0.0596 3.6132
H 6.1675 2.3699 3.3051
H 3.9619 3.7649 2.0163
*
```

## Properties
Orbital gap (alpha / beta) ... 8.07 / 8.14 eV
Highest occupied orbital energy (alpha / beta) ... -12.646 / -12.646 eV

For reference, the Löwdin charges in units of e are: number 1, Fe, carries 0.58; number 2, C, carries 0.00; number 3, N, carries -0.11; number 4, C, carries -0.02; number 5, C, carries -0.08; number 6, N, carries 0.01; number 7, C, carries -0.44; number 8, P, carries 1.20; number 9, C, carries -0.43; number 10, N, carries 0.01; number 11, C, carries -0.06; number 12, C, carries -0.02; number 13, N, carries -0.11; number 14, C, carries 0.00; number 15, C, carries -0.41; number 16, N, carries 0.02; number 17, C, carries -0.11; number 18, C, carries -0.01; number 19, N, carries -0.11; number 20, C, carries 0.00; number 21, H, carries 0.10; number 22, H, carries 0.09; number 23, H, carries 0.09; number 24, H, carries 0.14; number 25, H, carries 0.11; number 26, H, carries 0.10; number 27, H, carries 0.14; number 28, H, carries 0.10; number 29, H, carries 0.10; number 30, H, carries 0.09; number 31, H, carries 0.09; number 32, H, carries 0.14; number 33, H, carries 0.10; number 34, H, carries 0.09; number 35, H, carries 0.10; number 36, C, carries -0.01; number 37, O, carries 0.02; number 38, C, carries -0.56; number 39, O, carries 0.06; number 40, N, carries 0.07; number 41, N, carries 0.05; number 42, H, carries 0.11; number 43, H, carries 0.10; number 44, H, carries 0.10; number 45, H, carries 0.15; number 46, H, carries 0.14; number 47, H, carries 0.11; number 48, C, carries -0.05; number 49, O, carries -0.10; number 50, C, carries -0.19; number 51, C, carries -0.05; number 52, C, carries -0.68; number 53, Br, carries 0.81; number 54, C, carries -0.07; number 55, C, carries -0.06; number 56, C, carries -0.15; number 57, O, carries -0.11; number 58, C, carries -0.22; number 59, N, carries 0.15; number 60, C, carries -0.18; number 61, C, carries 0.00; number 62, C, carries -0.07; number 63, C, carries -0.07; number 64, C, carries 0.00; number 65, C, carries -0.16; number 66, N, carries 0.20; number 67, H, carries 0.11; number 68, H, carries 0.07; number 69, H, carries 0.11; number 70, H, carries 0.10; number 71, H, carries 0.11; number 72, H, carries 0.07; number 73, H, carries 0.11; number 74, H, carries 0.11; number 75, H, carries 0.11; number 76, H, carries 0.12; number 77, H, carries 0.17


# 2
Entry from the Open Molecules 2025 dataset: a molecular structure, C28H32F15O15Zr (ωB97M-V/def2-TZVPD).

ORCA input file:
```
! RIJCOSX wB97M-V def2-TZVPD def2/J DEFGRID3
* xyz 1 1
Zr -14.5899 16.2642 -14.1335
C -16.9260 13.5360 -16.2450
C -16.2359 14.6834 -16.0304
C -14.9336 14.9684 -16.8314
O -14.1091 15.7366 -16.1956
C -14.7207 14.1532 -17.9143
C -15.4488 12.9652 -18.2059
C -16.5550 12.5997 -17.2652
O -16.9306 11.4449 -17.1276
O -15.1431 12.2871 -19.1706
O -16.3190 15.4765 -14.9746
H -17.6078 13.2776 -15.4455
H -13.8633 14.3410 -18.5475
C -15.9767 20.3234 -15.1717
C -15.1349 19.2387 -15.7774
O -15.0848 18.1165 -14.9301
H -17.0073 19.9729 -15.0397
H -16.2049 21.2193 -15.7545
H -15.4863 20.6486 -14.2517
H -14.1218 19.6138 -15.9596
H -15.4542 18.9078 -16.7716
C -11.0105 26.3720 -17.5162
C -11.5438 25.1601 -18.2510
O -12.4191 24.3655 -17.4113
C -11.8499 23.6373 -16.4730
O -10.6778 23.5008 -16.2718
C -12.8777 22.7690 -15.7133
F -12.7777 21.4915 -16.1222
F -12.6068 22.7836 -14.4027
F -14.1322 23.1611 -15.8982
H -11.6777 27.2001 -17.3063
H -10.1039 26.7452 -17.9958
H -10.6167 25.9707 -16.5763
H -10.7752 24.5172 -18.6730
H -12.2041 25.4673 -19.0617
C -22.4455 16.5009 -17.8539
C -21.0108 16.6479 -17.4042
O -20.3771 17.7250 -18.1092
C -19.2087 18.1031 -17.6511
O -18.6091 17.6546 -16.7147
C -18.6172 19.3273 -18.3895
F -18.3858 20.2950 -17.4824
F -17.4499 19.0109 -18.9486
F -19.4395 19.8243 -19.3092
H -22.5135 16.0191 -18.8289
H -22.9044 17.4858 -17.9373
H -23.0035 15.9214 -17.1224
H -20.4045 15.7416 -17.4453
H -21.0120 16.8873 -16.3341
C -12.2363 17.2714 -18.3327
C -11.2629 16.7280 -17.3029
O -10.8687 17.7669 -16.3984
C -11.4968 17.9044 -15.2766
O -12.3295 17.1429 -14.8262
C -11.0201 19.0874 -14.3978
F -10.1269 19.8171 -15.0225
F -12.0903 19.8026 -14.0572
F -10.5026 18.5811 -13.2700
H -11.7592 17.9736 -19.0198
H -12.9883 17.8858 -17.8292
H -12.6914 16.4770 -18.9153
H -10.3638 16.3606 -17.7950
H -11.7088 15.8808 -16.7846
C -15.5734 19.5578 -10.5155
C -16.3733 18.2973 -10.2710
O -17.4866 18.2004 -11.1784
C -17.3854 17.5517 -12.2863
O -16.3462 17.1008 -12.7373
C -18.7451 17.3721 -13.0083
F -19.7345 17.3920 -12.1191
F -18.9632 18.3599 -13.8696
F -18.7125 16.2152 -13.6419
H -15.1543 19.7275 -11.5082
H -14.6850 19.5280 -9.8749
H -16.1270 20.4444 -10.2059
H -16.7902 18.3251 -9.2699
H -15.7318 17.4245 -10.3941
C -16.1486 23.5521 -10.7986
C -15.5203 23.1925 -12.1390
O -16.4111 23.4330 -13.2201
C -16.4932 24.6906 -13.6425
O -15.8412 25.6106 -13.2511
C -17.3769 24.8171 -14.8998
F -18.4036 23.9605 -14.8661
F -17.8338 26.0479 -15.0444
F -16.6143 24.5223 -15.9608
H -15.4413 23.3734 -9.9929
H -17.0624 22.9739 -10.6335
H -16.4892 24.5860 -10.8469
H -15.1856 22.1572 -12.1617
H -14.6157 23.7972 -12.2445
*
```

## Properties
Orbital gap ... 5.52 eV
Highest occupied orbital energy ... -10.943 eV

For reference, the Löwdin charges in units of e are: number 1, Zr, carries 2.11; number 2, C, carries 0.06; number 3, C, carries -0.28; number 4, C, carries -0.29; number 5, O, carries -0.19; number 6, C, carries 0.05; number 7, C, carries -0.34; number 8, C, carries -0.32; number 9, O, carries 0.13; number 10, O, carries 0.13; number 11, O, carries -0.22; number 12, H, carries 0.13; number 13, H, carries 0.12; number 14, C, carries -0.06; number 15, C, carries -0.31; number 16, O, carries -0.36; number 17, H, carries 0.07; number 18, H, carries 0.08; number 19, H, carries 0.07; number 20, H, carries 0.09; number 21, H, carries 0.12; number 22, C, carries -0.05; number 23, C, carries -0.17; number 24, O, carries 0.04; number 25, C, carries -0.41; number 26, O, carries 0.17; number 27, C, carries -0.53; number 28, F, carries 0.14; number 29, F, carries 0.16; number 30, F, carries 0.17; number 31, H, carries 0.08; number 32, H, carries 0.09; number 33, H, carries 0.08; number 34, H, carries 0.13; number 35, H, carries 0.13; number 36, C, carries -0.05; number 37, C, carries -0.20; number 38, O, carries 0.06; number 39, C, carries -0.40; number 40, O, carries 0.14; number 41, C, carries -0.54; number 42, F, carries 0.15; number 43, F, carries 0.17; number 44, F, carries 0.18; number 45, H, carries 0.08; number 46, H, carries 0.09; number 47, H, carries 0.08; number 48, H, carries 0.13; number 49, H, carries 0.12; number 50, C, carries -0.03; number 51, C, carries -0.16; number 52, O, carries 0.10; number 53, C, carries -0.35; number 54, O, carries 0.01; number 55, C, carries -0.55; number 56, F, carries 0.22; number 57, F, carries 0.17; number 58, F, carries 0.18; number 59, H, carries 0.09; number 60, H, carries 0.08; number 61, H, carries 0.08; number 62, H, carries 0.14; number 63, H, carries 0.11; number 64, C, carries -0.05; number 65, C, carries -0.15; number 66, O, carries 0.10; number 67, C, carries -0.33; number 68, O, carries -0.01; number 69, C, carries -0.55; number 70, F, carries 0.19; number 71, F, carries 0.19; number 72, F, carries 0.20; number 73, H, carries 0.07; number 74, H, carries 0.10; number 75, H, carries 0.08; number 76, H, carries 0.14; number 77, H, carries 0.12; number 78, C, carries -0.05; number 79, C, carries -0.22; number 80, O, carries 0.03; number 81, C, carries -0.39; number 82, O, carries 0.18; number 83, C, carries -0.56; number 84, F, carries 0.17; number 85, F, carries 0.19; number 86, F, carries 0.16; number 87, H, carries 0.09; number 88, H, carries 0.08; number 89, H, carries 0.08; number 90, H, carries 0.10; number 91, H, carries 0.13


# 3
Entry from the Open Molecules 2025 dataset: C28H32N4O3 in the gas phase (ωB97M-V/def2-TZVPD).

ORCA input file:
```
! RIJCOSX wB97M-V def2-TZVPD def2/J DEFGRID3
* xyz 0 1
C -1.7760 2.9871 -2.0826
C -2.8592 2.2610 -2.3162
C -2.9231 0.7689 -2.5319
O -1.9485 -0.0001 -1.8698
C -2.1226 -0.0430 -0.4734
C -0.9931 -0.7779 0.1948
C 0.0977 -1.2422 -0.5135
C 1.1130 -1.9468 0.1315
C 1.0106 -2.1694 1.5008
C -0.0693 -1.6933 2.2229
C -1.0806 -0.9953 1.5780
O -2.1995 -0.4897 2.1886
C -2.3727 -0.7001 3.5726
C -1.3913 0.1109 4.4435
N -0.6030 -0.7769 5.2840
C -1.3163 -1.2094 6.4776
H -2.3714 -1.3721 6.2621
C -1.0838 -0.1291 7.5586
H -0.9463 -0.5832 8.5379
H -1.9376 0.5453 7.6189
C 0.1754 0.6125 7.0828
H -0.0540 1.6471 6.8277
H 0.9632 0.6158 7.8331
C 0.6017 -0.1652 5.8224
H 1.0924 0.4586 5.0767
H 1.2821 -0.9762 6.0986
H -0.8769 -2.1583 6.7981
H -1.9429 0.8617 5.0270
H -0.7118 0.6423 3.7731
H -2.2749 -1.7660 3.8129
H -3.4048 -0.3920 3.7575
H -0.1057 -1.8622 3.2875
H 1.7858 -2.7200 2.0146
N 2.2154 -2.4766 -0.5344
C 2.6671 -2.2719 -1.7950
N 2.1277 -1.3278 -2.5582
C 2.6013 -1.1837 -3.7908
C 3.6316 -1.9932 -4.2713
C 4.1486 -2.9199 -3.3791
N 3.6865 -3.0699 -2.1534
H 4.9700 -3.5718 -3.6513
H 4.0275 -1.8791 -5.2662
C 1.9776 -0.1193 -4.5878
C 1.6173 1.0644 -3.9507
C 0.9544 2.0666 -4.6380
C 0.6722 1.8867 -5.9879
C 1.0581 0.7267 -6.6355
C 1.7055 -0.2803 -5.9414
H 1.9724 -1.1993 -6.4423
H 0.8400 0.6004 -7.6861
H 0.1501 2.6614 -6.5318
C 0.5350 3.3446 -3.9478
O 0.5902 3.3074 -2.5430
C -0.3778 2.4587 -1.9477
H -0.0981 2.4259 -0.8884
H -0.3169 1.4461 -2.3554
H 1.2191 4.1515 -4.2362
H -0.4770 3.6182 -4.2872
H 1.8691 1.1909 -2.9093
H 2.7678 -3.1482 -0.0182
H 0.1543 -1.0644 -1.5728
H -2.1855 0.9754 -0.0590
H -3.0725 -0.5472 -0.2260
H -3.9296 0.4156 -2.2543
H -2.7726 0.5558 -3.5978
H -3.8208 2.7526 -2.3886
H -1.8645 4.0602 -1.9637
*
```

## Properties
Orbital gap ... 7.95 eV
Highest occupied orbital energy ... -7.344 eV

For reference, the Löwdin charges in units of e are: number 1, C, carries -0.07; number 2, C, carries -0.07; number 3, C, carries -0.20; number 4, O, carries -0.16; number 5, C, carries -0.16; number 6, C, carries -0.10; number 7, C, carries 0.05; number 8, C, carries -0.22; number 9, C, carries -0.02; number 10, C, carries -0.01; number 11, C, carries -0.22; number 12, O, carries -0.06; number 13, C, carries -0.16; number 14, C, carries -0.16; number 15, N, carries -0.20; number 16, C, carries -0.18; number 17, H, carries 0.12; number 18, C, carries -0.16; number 19, H, carries 0.10; number 20, H, carries 0.10; number 21, C, carries -0.17; number 22, H, carries 0.10; number 23, H, carries 0.10; number 24, C, carries -0.19; number 25, H, carries 0.12; number 26, H, carries 0.12; number 27, H, carries 0.12; number 28, H, carries 0.12; number 29, H, carries 0.13; number 30, H, carries 0.13; number 31, H, carries 0.13; number 32, H, carries 0.10; number 33, H, carries 0.11; number 34, N, carries 0.12; number 35, C, carries -0.36; number 36, N, carries 0.19; number 37, C, carries -0.22; number 38, C, carries -0.01; number 39, C, carries -0.13; number 40, N, carries 0.12; number 41, H, carries 0.11; number 42, H, carries 0.10; number 43, C, carries -0.15; number 44, C, carries 0.03; number 45, C, carries -0.18; number 46, C, carries -0.04; number 47, C, carries -0.07; number 48, C, carries -0.03; number 49, H, carries 0.11; number 50, H, carries 0.10; number 51, H, carries 0.11; number 52, C, carries -0.17; number 53, O, carries -0.14; number 54, C, carries -0.20; number 55, H, carries 0.14; number 56, H, carries 0.10; number 57, H, carries 0.14; number 58, H, carries 0.13; number 59, H, carries 0.13; number 60, H, carries 0.14; number 61, H, carries 0.10; number 62, H, carries 0.14; number 63, H, carries 0.14; number 64, H, carries 0.12; number 65, H, carries 0.13; number 66, H, carries 0.10; number 67, H, carries 0.11


So what do the calculations give for energy relative to the best compared isomer or geometry (same formula, charge and spin)? Going down the list: 67.70, 141.53, 231.47 kJ/mol.
So what do the calculations give for F_max? Going down the list: 1.38, 9.90, 0.72 eV/A.